(1)
85
Properties=species:S:1:pos:R:3:mulliken_charge:R:1 method="wB97M-V/def2-TZVPD" lumo_energy_ev=2.3397 gap_ev=6.6 total_charge=-1
Pt 2.057 -1.122 -0.820 2.9345
C -1.557 -1.972 1.694 -1.4139
Sb -0.231 -0.445 0.824 -0.2689
C -0.044 -1.680 -1.020 0.2263
C 0.357 -2.995 -0.487 -0.8534
C -0.206 -4.278 -0.546 -1.0182
C 0.505 -5.327 -0.003 -0.5083
C 1.768 -5.123 0.560 -1.1367
C 2.304 -3.854 0.533 0.0102
N 1.581 -2.840 0.055 0.3113
Si -0.699 -1.755 -2.766 1.0037
C 0.602 -2.590 -3.843 -1.3441
C -1.103 -0.097 -3.545 -0.9295
C -2.238 -2.889 -2.847 -1.6626
C -1.807 1.231 0.954 2.7416
C -1.315 2.222 -0.046 -1.6400
C -1.695 3.568 -0.061 -0.8342
C -1.159 4.415 -1.012 -0.9479
C -0.252 3.908 -1.934 -1.3732
C 0.075 2.567 -1.850 -0.5791
N -0.437 1.749 -0.932 0.7987
Si -3.594 0.774 0.559 0.3640
C -4.627 2.312 0.185 -1.3280
C -4.494 -0.085 1.980 -1.1042
C -3.707 -0.321 -0.958 -0.5556
Si -1.509 1.903 2.709 0.6179
C 0.146 2.793 2.753 -0.9457
C -2.839 3.103 3.321 -1.1517
C -1.460 0.556 4.027 -1.2437
H -0.918 -2.800 2.005 0.4063
H -2.259 -2.339 0.944 0.2852
H -2.096 -1.615 2.565 0.4523
H -1.172 -4.420 -1.006 0.4122
H 0.086 -6.326 -0.019 0.4509
H 2.336 -5.942 0.977 0.4147
H 3.296 -3.614 0.887 0.3885
H 1.587 -2.162 -3.647 0.2428
H 0.372 -2.459 -4.902 0.4076
H 0.663 -3.661 -3.644 0.2822
H -0.209 0.344 -3.985 0.2821
H -1.518 0.619 -2.844 -0.0311
H -1.829 -0.267 -4.344 0.5072
H -1.969 -3.883 -3.204 0.3526
H -2.979 -2.483 -3.538 0.4557
H -2.727 -3.003 -1.881 0.3930
H -2.412 3.939 0.657 0.4451
H -1.443 5.461 -1.030 0.4409
H 0.218 4.531 -2.680 0.4671
H 0.797 2.127 -2.521 0.5835
H -4.655 3.005 1.026 0.2657
H -5.653 2.010 -0.031 0.4212
H -4.249 2.852 -0.682 0.3726
H -4.390 0.440 2.927 0.2505
H -4.177 -1.115 2.126 0.3537
H -5.557 -0.099 1.731 0.4499
H -3.795 0.270 -1.870 0.3509
H -4.577 -0.978 -0.898 0.5416
H -2.826 -0.947 -1.055 -0.6228
H 0.154 3.687 2.132 0.3148
H 0.946 2.139 2.403 0.0467
H 0.381 3.089 3.777 0.4304
H -2.922 4.016 2.735 0.3626
H -2.585 3.398 4.341 0.4262
H -3.824 2.640 3.353 0.3174
H -0.621 -0.128 3.899 0.3050
H -2.375 -0.031 4.069 0.3643
H -1.336 1.046 4.995 0.4627
Br 3.668 -1.121 2.933 -0.1464
C 4.318 0.148 1.664 -0.1393
C 5.545 0.756 1.881 -0.4490
C 5.967 1.661 0.927 -0.4503
C 5.157 1.932 -0.168 -0.6562
C 3.959 1.250 -0.293 0.5016
N 3.556 0.358 0.628 -0.0880
C 3.093 1.508 -1.521 0.6101
O 3.168 2.610 -2.047 -0.7589
O 2.371 0.542 -1.957 -1.0313
H 6.144 0.506 2.743 0.4507
H 6.936 2.132 1.017 0.3661
H 5.448 2.629 -0.938 0.4671
N 4.063 -2.106 -1.571 -0.8535
C 5.119 -1.765 -1.188 0.7075
N 6.292 -1.571 -0.706 -0.7007
C 7.107 -0.660 -1.173 0.6318
N 7.903 0.122 -1.486 -0.6826

(2)
84
Properties=species:S:1:pos:R:3:mulliken_charge:R:1 method="wB97M-V/def2-TZVPD" lumo_energy_ev=-0.8327 gap_ev=8.7
C 8.403 2.237 2.235 -1.1791
C 7.212 1.300 2.463 -0.6598
C 6.585 0.675 1.216 0.1705
Cl 5.473 -0.611 1.780 -0.1786
C 5.947 1.600 0.155 -0.0873
P 7.285 2.657 -0.784 0.1590
N 6.819 2.511 -2.420 -0.6266
O 8.523 1.588 -0.814 -0.4706
O 5.468 0.652 -0.902 -0.2959
S 3.896 0.489 -0.982 1.1443
O 3.466 -0.837 -0.712 -0.6093
O 3.445 1.117 -2.178 -0.5635
O 3.604 1.380 0.316 -0.4469
C 4.634 2.383 0.457 0.8650
S 4.382 2.934 2.177 -0.3110
C 4.392 3.550 -0.513 -0.8768
C 3.160 4.419 -0.267 -1.4331
C 1.808 3.707 -0.347 0.1309
C 0.641 4.656 -0.714 -0.9520
C -0.498 4.699 0.326 -0.7095
C -1.878 4.505 -0.302 -0.7555
C -2.987 4.272 0.739 -0.7734
C -4.173 3.469 0.197 -0.5204
C -4.936 2.722 1.301 -0.7833
C -5.701 1.511 0.793 -0.6664
O -4.865 0.691 -0.002 -0.2637
C -5.572 -0.044 -0.974 -0.8305
H 8.141 3.160 1.722 0.2536
H 9.188 1.721 1.686 0.2712
H 8.819 2.493 3.209 0.4543
H 6.473 1.793 3.083 0.3064
H 7.579 0.462 3.056 0.4350
H 7.378 0.141 0.696 0.4334
H 5.828 2.622 -2.583 0.3796
H 7.111 1.616 -2.797 0.3020
H 8.228 0.715 -1.102 0.3760
H 5.456 3.734 2.234 0.2043
H 4.326 3.188 -1.537 0.3865
H 5.268 4.203 -0.452 0.4363
H 3.243 4.981 0.663 0.2480
H 3.172 5.177 -1.056 0.5957
H 1.580 3.229 0.608 0.2348
H 1.881 2.891 -1.066 0.1125
H 0.253 4.370 -1.691 0.4395
H 1.060 5.658 -0.815 0.4128
H -0.481 5.683 0.799 0.2027
H -0.332 3.969 1.119 0.4296
H -1.865 3.679 -1.015 0.5324
H -2.112 5.418 -0.856 0.2120
H -2.543 3.742 1.585 0.4540
H -3.354 5.237 1.092 0.3317
H -4.887 4.151 -0.274 0.2678
H -3.852 2.762 -0.565 0.3881
H -5.675 3.387 1.755 0.3392
H -4.255 2.427 2.101 0.3930
H -6.589 1.825 0.233 0.4055
H -6.063 0.917 1.641 0.3692
H -4.890 -0.798 -1.361 0.2247
H -5.892 0.590 -1.807 0.3451
H -6.450 -0.535 -0.544 0.3521
O -6.056 -4.664 0.450 -0.6658
C -5.204 -5.436 0.063 0.5383
C -5.533 -6.863 -0.217 0.2038
C -6.841 -7.300 -0.049 -0.5558
C -7.172 -8.614 -0.332 -0.4743
C -6.198 -9.498 -0.784 -0.4677
C -4.891 -9.071 -0.942 -0.5500
C -4.552 -7.755 -0.655 0.1834
C -3.135 -7.319 -0.816 0.6014
O -2.275 -8.107 -1.150 -0.6586
C -2.811 -5.888 -0.558 0.2781
C -1.505 -5.449 -0.734 -0.6133
C -1.189 -4.117 -0.523 -0.5399
C -2.177 -3.218 -0.135 -0.6317
C -3.478 -3.654 0.052 -0.8075
C -3.800 -4.988 -0.155 0.3041
H -7.591 -6.605 0.300 0.4712
H -8.191 -8.952 -0.202 0.3983
H -6.461 -10.522 -1.013 0.3979
H -4.125 -9.751 -1.288 0.4714
H -0.745 -6.155 -1.039 0.4762
H -0.172 -3.776 -0.663 0.4939
H -1.931 -2.176 0.022 0.4769
H -4.247 -2.958 0.359 0.6639

(3)
75
Properties=species:S:1:pos:R:3:mulliken_charge:R:1 method="wB97M-V/def2-TZVPD" lumo_energy_ev=-3.8280 e_above_lowest_kcal_mol=0.0 gap_ev=6.0 total_charge=+1
C 5.418 2.475 -1.453 -0.8695
C 5.590 2.841 0.010 -0.5914
N 4.346 2.736 0.740 -0.0145
C 4.353 3.460 1.994 -0.6568
C 2.953 3.614 2.558 -0.8802
C 2.284 2.250 2.675 -0.6799
C 2.413 1.447 1.415 0.6911
C 3.454 1.736 0.489 0.4814
C 3.553 0.954 -0.701 0.1731
C 2.556 0.050 -1.014 -1.1391
C 1.457 -0.200 -0.136 0.2875
C 0.377 -1.015 -0.562 -0.5342
C -0.739 -1.381 0.259 0.9695
C -1.378 -2.646 0.097 -1.0611
C -2.442 -3.050 0.884 0.4623
C -2.909 -2.198 1.926 0.3359
N -3.973 -2.566 2.699 0.0053
C -4.862 -3.625 2.274 -0.5844
C -4.086 -4.804 1.716 -0.8551
C -3.105 -4.367 0.628 -0.6803
C -4.586 -1.630 3.617 -0.6646
C -3.538 -0.777 4.306 -0.8543
C -2.677 -0.063 3.270 -0.6049
C -2.274 -0.942 2.126 -0.2431
C -1.296 -0.515 1.241 -1.3501
C 1.541 0.405 1.155 -1.2873
C 4.737 1.120 -1.604 -0.8828
H 4.818 3.243 -1.955 0.3005
H 6.402 2.456 -1.927 0.3827
H 6.350 2.184 0.469 0.2697
H 5.943 3.873 0.114 0.4117
H 4.992 2.936 2.727 0.2866
H 4.808 4.439 1.804 0.4209
H 3.012 4.099 3.535 0.3814
H 2.359 4.257 1.898 0.3218
H 2.731 1.695 3.516 0.3289
H 1.221 2.381 2.918 0.3105
H 2.613 -0.511 -1.951 0.4521
H 0.540 -1.588 -1.473 0.4351
H -0.992 -3.330 -0.668 0.4465
H -5.450 -3.925 3.148 0.3971
H -5.564 -3.249 1.509 0.2848
H -3.538 -5.297 2.527 0.3210
H -4.795 -5.527 1.306 0.3696
H -3.643 -4.315 -0.333 0.3155
H -2.336 -5.143 0.504 0.3830
H -5.297 -0.978 3.077 0.2920
H -5.159 -2.215 4.345 0.4220
H -4.035 -0.048 4.950 0.3746
H -2.907 -1.410 4.939 0.3109
H -3.225 0.808 2.874 0.3385
H -1.777 0.338 3.760 0.2840
H -0.945 0.518 1.314 1.1440
H 0.898 0.055 1.964 1.2098
H 4.419 0.981 -2.646 0.3853
H 5.476 0.326 -1.396 0.3456
N 0.336 2.661 -2.757 -0.4400
C -0.164 2.092 -4.005 -0.9945
C -0.123 0.570 -3.947 -0.0291
C -0.963 -0.097 -5.048 -0.7708
C -1.698 -1.249 -4.347 -0.8053
C -1.754 -0.827 -2.872 -0.0764
N -0.592 0.021 -2.670 0.1186
H 1.286 2.331 -2.587 0.0036
H 0.363 3.675 -2.831 0.2847
H -1.206 2.418 -4.140 0.5119
H 0.423 2.413 -4.883 0.3272
H 0.937 0.293 -4.065 0.1338
H -1.699 0.619 -5.438 0.3002
H -0.328 -0.428 -5.874 0.3593
H -2.698 -1.443 -4.747 0.3811
H -1.100 -2.164 -4.443 0.3209
H -2.692 -0.280 -2.654 0.2987
H -1.729 -1.691 -2.203 -0.1102
H -0.685 0.731 -1.947 0.2880